# C26H32NO5SZr

C26H32NO5SZr as an isolated structure at a distorted geometry (ωB97M-V with the def2-TZVPD basis set, OMol25).

Atoms and positions in Å:
H: -4.1019 -0.6187 -0.1344
O: -5.4140 -0.2187 -4.1784
H: 2.1113 -1.0693 4.2939
C: 3.2780 -0.1373 2.1100
H: 1.1604 0.3640 3.8610
C: 0.2034 3.1101 -0.0484
C: -0.5353 2.4407 2.0491
N: -3.5489 -0.0515 -2.3412
H: 2.0465 -1.8611 -0.3028
C: 3.6408 -2.5303 -2.1654
C: -3.2083 -0.7636 0.4619
H: -0.9872 -2.7153 2.0090
H: -1.1256 2.3392 2.9570
C: 0.8551 2.1532 1.9505
C: -5.4812 4.2608 -2.8331
H: 3.6882 -1.7708 -2.9569
C: -2.8511 1.0237 -2.0502
H: 2.6705 -3.0570 -2.2632
H: 0.2783 3.6574 -0.9870
O: -6.0834 -0.0009 -1.7918
C: -3.5385 2.2756 -2.4336
C: 5.6026 -3.3599 -0.9117
O: 3.6764 -1.8424 -0.8626
C: 4.8082 -3.5308 -2.2212
H: 1.2832 -2.9680 2.4997
C: 1.2909 2.4699 0.6327
H: 5.6645 -4.3144 -0.3835
C: 1.9528 -2.3659 1.8789
O: -1.7059 0.9882 -1.3854
C: -4.2061 4.5947 -2.3347
H: -6.2370 5.0328 -2.9977
H: -1.8609 3.6519 0.6963
C: 1.3460 -0.6891 3.6039
C: 4.7802 -2.3907 -0.0698
H: 6.6009 -2.9749 -1.0843
C: -0.9422 3.0829 0.8313
C: -5.8073 2.9249 -3.1029
C: 1.9695 -0.8802 2.2413
C: -1.5146 -0.5004 2.0275
C: -3.2198 3.6170 -2.1543
C: -4.8242 1.9761 -2.8750
H: -2.8008 -2.9286 0.0827
S: -5.1403 0.2629 -2.8526
H: 0.4435 -1.2978 3.7398
H: 2.9160 -2.8759 1.8390
H: -2.2111 3.8354 -1.8109
C: 1.3452 -1.9059 0.5506
O: 1.1484 -0.5061 1.0423
C: -2.5757 0.2022 1.3311
H: -3.0073 1.1624 1.6374
H: 0.3644 -2.3049 0.2628
H: 4.0588 -0.6688 2.6689
H: 3.5874 -0.0234 1.0622
H: -3.9819 5.6400 -2.0821
H: -1.0637 -0.1758 2.9608
C: -2.5530 -2.0040 0.6082
H: 4.4005 -2.9922 0.7652
H: 4.3919 -4.5375 -2.2424
Zr: -0.5207 0.8098 0.1651
H: 3.1800 0.8561 2.5689
H: 5.3658 -1.5685 0.3698
H: 5.4488 -3.3848 -3.0908
H: 2.3125 2.3699 0.2693
H: -6.7792 2.5991 -3.4710
C: -1.5494 -1.8782 1.5885
H: 1.5054 1.9624 2.8025

Atoms 1-6, force components in eV/Å:
0.364 0.136 0.088
0.497 -0.124 0.824
-0.210 0.075 0.014
0.418 0.133 0.240
-0.043 -0.499 0.016
-0.257 0.168 0.968

Its net charge is +1. The value obtained for the molecular weight is 561.84 u. The maximum force comes out at 3.01 eV Å⁻¹. The spin multiplicity is 1. The value obtained for the HOMO energy (alpha / beta) is -11.2 / -11.2 eV.